1.
{"formula": "C41H59Ge2N5O4P3S2V", "method": "ωB97M-V/def2-TZVPD", "elements": ["V", "C", "P", "C", "C", "C", "C", "C", "C", "C", "P", "C", "C", "H", "H", "H", "H", "H", "H", "H", "H", "H", "H", "H", "H", "H", "H", "H", "H", "C", "C", "N", "O", "C", "C", "N", "O", "H", "H", "H", "H", "H", "H", "H", "N", "C", "C", "C", "C", "C", "C", "S", "O", "O", "N", "C", "S", "C", "C", "N", "H", "H", "H", "H", "H", "H", "H", "H", "C", "P", "C", "C", "H", "H", "H", "H", "H", "H", "H", "H", "H", "C", "Ge", "C", "C", "Ge", "C", "C", "C", "C", "C", "C", "C", "C", "C", "C", "C", "C", "H", "H", "H", "H", "H", "H", "H", "H", "H", "H", "H", "H", "H", "H", "H", "H", "H", "H", "H"], "xyz": [[-0.10154, -0.71296, 0.71919], [-1.54027, 3.00369, 2.23485], [-0.03269, 2.08978, 1.63358], [1.07798, 2.35483, 3.00908], [0.54534, 3.31728, 0.38028], [1.85663, 3.74538, 0.69280], [2.51913, 4.71979, -0.02790], [1.81471, 5.30307, -1.08020], [0.61945, 4.74859, -1.48663], [-0.09896, 3.80447, -0.77602], [-1.86739, 3.39965, -1.20697], [-2.64071, 5.01816, -1.06049], [-1.64638, 3.26157, -2.99705], [-1.31730, 4.04281, 2.50004], [-1.86000, 2.48280, 3.14313], [-2.41600, 2.97095, 1.64340], [1.22692, 3.30238, 3.46415], [2.01000, 1.94770, 2.66033], [0.73011, 1.59696, 3.72073], [2.33744, 3.45087, 1.63337], [3.50311, 5.10965, 0.33072], [2.20399, 6.05895, -1.66176], [0.09934, 5.18834, -2.30930], [-2.14077, 5.81877, -1.60592], [-2.68633, 5.30648, 0.00046], [-3.67353, 4.97008, -1.40036], [-1.01165, 2.43299, -3.27441], [-1.17395, 4.16382, -3.40590], [-2.62652, 3.18978, -3.51737], [3.06137, -2.47652, -1.96610], [1.84870, -1.77724, -1.36713], [1.28884, -2.17401, -0.27580], [1.87173, -3.32820, 0.31946], [1.27067, -0.55523, -1.92596], [1.67139, -0.05482, -3.28492], [0.36078, -0.12136, -1.16627], [-0.44192, 0.81646, -1.39437], [3.31860, -3.42956, -1.55130], [3.85354, -1.72404, -1.80616], [3.01857, -2.56168, -3.03378], [1.67778, -3.21455, 1.27549], [1.66223, -0.82289, -4.09279], [2.69987, 0.29535, -3.20698], [1.04332, 0.74800, -3.57457], [6.75608, 4.87851, 3.82502], [6.06954, 4.00248, 2.98425], [6.21786, 4.03890, 1.58549], [5.56121, 3.14600, 0.80243], [4.81452, 2.07385, 1.32329], [4.66159, 2.02289, 2.72272], [5.23787, 3.00797, 3.52483], [4.01026, 0.89312, 0.26112], [3.69822, 1.58789, -0.98574], [4.94324, -0.19572, 0.14315], [2.63706, 0.44461, 0.99241], [2.66366, -0.57175, 1.83433], [4.00346, -1.64379, 2.30151], [2.86939, -2.62069, 3.25414], [1.60250, -2.15424, 3.06939], [1.41389, -1.04406, 2.28681], [7.55562, 5.37616, 3.42280], [6.78985, 4.72149, 4.79429], [6.93406, 4.72414, 1.10176], [5.64363, 3.18912, -0.30549], [4.09164, 1.23679, 3.15507], [5.09767, 2.83481, 4.56006], [3.09508, -3.61918, 3.70375], [0.69724, -2.68470, 3.33312], [-2.33883, -2.86650, 3.00009], [-1.88603, -1.20787, 2.47390], [-3.58318, -0.61199, 2.06551], [-1.48673, -0.61564, 4.12412], [-3.10858, -2.81319, 3.74787], [-1.42416, -3.35813, 3.45840], [-2.77987, -3.46616, 2.24708], [-4.37451, -1.02969, 2.73746], [-3.86446, -1.14106, 1.12093], [-3.59924, 0.46736, 1.90226], [-2.05006, -1.11025, 4.92305], [-1.59879, 0.44498, 4.15150], [-0.37895, -0.69181, 4.30121], [-1.21612, -5.28683, 0.68367], [-2.70814, -4.38991, -0.16877], [-2.95563, -5.38482, -1.85816], [-4.38212, -4.56768, 0.77674], [-1.82305, -2.28956, -0.79078], [-1.11272, -2.54189, -2.65807], [-0.19339, -3.56314, -3.01204], [0.30144, -3.64098, -4.32706], [-0.02169, -2.65997, -5.21587], [-0.88625, -1.61443, -4.92494], [-1.40949, -1.60735, -3.63765], [-3.48668, -1.26965, -1.34541], [-3.43310, 0.11780, -1.32842], [-4.49509, 0.92434, -1.78064], [-5.64836, 0.32150, -2.24720], [-5.76165, -1.08179, -2.20690], [-4.65966, -1.88754, -1.86758], [-1.36994, -6.32438, 0.81226], [-0.95514, -4.88655, 1.61405], [-0.37828, -5.00895, 0.03051], [-2.08157, -6.05309, -1.98490], [-2.89450, -4.62209, -2.61869], [-3.86451, -5.98176, -1.91425], [-5.03575, -5.12561, 0.14947], [-4.91190, -3.61207, 0.88009], [-4.43015, -5.07098, 1.71567], [0.12226, -4.37911, -2.27532], [0.99570, -4.40413, -4.54085], [0.34623, -2.73897, -6.22888], [-1.18693, -0.85330, -5.63519], [-2.11401, -0.82692, -3.36879], [-2.52423, 0.61013, -0.86934], [-4.45692, 1.97832, -1.69266], [-6.47454, 0.93936, -2.56569], [-6.70419, -1.59324, -2.41946], [-4.69728, -2.97571, -2.02743]], "forces_ev_per_a": [[0.762, -0.363, -1.186], [0.671, -0.496, 1.398], [-1.725, 0.745, -1.506], [-0.162, -1.940, 0.398], [1.201, -0.396, 0.474], [-0.131, 0.335, 0.433], [-0.029, 0.983, 0.153], [0.201, -2.140, 0.629], [-0.842, 0.568, 0.249], [0.204, -0.427, 1.233], [0.859, -1.173, 0.517], [-0.197, 1.000, 0.365], [-0.648, 0.804, -1.175], [0.118, -0.175, -0.108], [0.140, 0.150, 0.285], [-0.574, -0.069, -1.225], [-0.223, 0.937, 0.216], [0.491, -0.049, 0.095], [0.012, 0.301, 0.371], [-0.158, -0.079, -0.881], [-0.947, -0.432, -0.496], [0.975, 1.652, -1.032], [0.030, 0.376, -0.609], [0.066, 0.055, -0.058], [0.092, -0.088, -0.237], [-0.108, -0.113, -0.126], [-0.033, -0.433, 0.174], [-0.100, -0.075, 0.040], [0.503, -0.201, 0.386], [-0.224, 1.795, 0.253], [0.673, -1.184, 0.216], [0.111, -0.235, 0.898], [-0.515, 0.600, -0.106], [1.482, -1.558, -1.779], [0.618, -0.958, 0.159], [-0.492, 0.258, 1.601], [-0.928, 1.276, -0.281], [-0.053, -0.230, 0.493], [0.161, -0.485, 0.183], [-0.477, -0.045, -0.639], [0.167, -0.133, -0.697], [-0.228, 0.328, 0.812], [0.092, 0.245, -0.039], [-0.581, 0.822, -0.258], [0.228, 0.543, -2.114], [0.244, -0.268, 0.632], [0.911, 0.902, 0.647], [-0.724, -1.723, -1.967], [-0.464, 0.950, 1.216], [0.599, 0.996, -1.472], [0.020, -0.757, -1.086], [0.393, 1.521, -1.675], [-0.096, -0.686, 1.408], [0.115, -0.816, 0.172], [0.652, 0.142, 0.201], [-1.949, -1.426, -0.042], [-1.074, 0.101, 0.695], [-0.466, -0.492, -0.277], [0.241, -0.510, -0.147], [2.166, 0.810, -0.593], [-0.682, -0.407, 0.402], [0.006, -0.353, 0.960], [-0.572, -0.126, 0.431], [0.021, 0.093, 0.900], [-0.319, -0.452, 0.476], [0.122, 0.446, 1.050], [0.080, 1.334, -0.408], [0.105, -0.062, 0.491], [1.541, -0.848, 0.812], [-0.771, 0.020, -0.216], [-0.407, -1.161, -0.444], [1.485, 0.249, 0.618], [-0.230, 0.302, 0.665], [-1.167, 0.291, -0.611], [0.085, -0.601, -0.864], [0.811, 0.859, 0.116], [0.483, 0.732, 0.335], [-0.305, -0.163, 0.085], [0.112, 0.235, -0.178], [-0.546, 0.912, 0.199], [-0.966, -0.460, -0.115], [0.221, 0.756, -1.078], [0.202, -1.143, -0.412], [0.767, -0.259, 0.333], [-0.908, 1.153, 0.029], [-0.320, 1.518, -0.633], [1.277, -1.104, 0.356], [-0.217, -0.676, 0.543], [-0.483, 0.512, 2.297], [-0.255, 0.570, -1.962], [-0.060, -0.777, 1.026], [-0.787, 0.901, -0.013], [-0.172, -0.505, -0.499], [0.474, 1.114, 0.979], [0.354, -1.533, 0.160], [-0.130, -0.804, 0.493], [0.417, -0.404, -0.208], [0.318, 0.870, 0.347], [0.076, -1.240, -0.187], [0.254, 0.708, 1.589], [0.022, -0.658, 0.032], [-0.434, 0.279, -0.031], [-0.250, -0.093, -0.622], [-0.054, 0.155, -0.030], [-0.484, -0.619, -0.767], [0.233, 0.015, 0.158], [0.454, -0.285, 0.859], [-0.505, 1.305, -0.960], [0.606, -0.823, -0.546], [0.250, 0.019, -0.144], [0.192, -0.136, -0.052], [0.076, 0.090, -0.113], [-1.220, -0.484, -0.792], [0.262, 0.927, -0.072], [-0.197, -0.065, -0.009], [0.246, 0.354, -0.319], [-0.157, 0.484, 0.356]], "s2": 2.09, "e_homo_ev": [-7.49, -7.34], "multiplicity": 3, "e_tot_ha": -9090.58900, "e_above_lowest_kcal_mol": 9.5, "orbital_gap_ev": [7.280, 7.641]}

2.
{"formula": "C4H8O", "method": "ωB97M-V/def2-TZVPD", "elements": ["C", "C", "C", "C", "O", "H", "H", "H", "H", "H", "H", "H", "H"], "xyz": [[1.35632, 1.02528, -0.57887], [-0.06439, 0.66880, -0.14754], [-0.26205, -0.83738, 0.03535], [-1.47236, -1.17456, 0.87214], [-2.44324, -0.46274, 0.97492], [1.63325, 0.53913, -1.52146], [2.08101, 0.71156, 0.18242], [1.46881, 2.10576, -0.71660], [-0.29472, 1.16870, 0.80127], [-0.79634, 1.04602, -0.86968], [-0.39617, -1.33842, -0.93642], [0.61955, -1.30968, 0.48813], [-1.42966, -2.14248, 1.41636]], "forces_ev_per_a": [[0.057, 0.008, -0.029], [-0.033, 0.068, 0.016], [0.008, 0.039, 0.021], [-0.258, 0.171, -0.021], [0.415, -0.278, -0.008], [-0.067, 0.048, 0.119], [-0.097, 0.036, -0.129], [-0.031, -0.162, 0.016], [0.032, -0.066, -0.149], [0.114, -0.041, 0.114], [0.033, 0.045, 0.144], [-0.108, 0.087, 0.011], [-0.066, 0.044, -0.103]], "e_homo_ev": -9.83, "e_tot_ha": -232.43389, "e_above_lowest_kcal_mol": 7.4, "orbital_gap_ev": 10.869}

3.
{"formula": "C3H5N3S", "method": "ωB97M-V/def2-TZVPD", "elements": ["C", "C", "C", "H", "H", "H", "H", "H", "N", "N", "N", "S"], "xyz": [[0.13523, 0.24188, -0.02742], [-0.71149, 1.37547, -0.02899], [-1.35535, 2.37900, -0.13144], [3.12171, -0.52708, -0.06507], [1.92330, -1.41630, -0.76099], [0.16677, -1.73389, 0.23741], [-2.45536, -0.99030, 1.09946], [-1.94509, 3.26549, -0.05781], [2.12914, -0.77646, 0.00779], [1.45348, 0.40502, -0.04977], [-0.42811, -0.97769, -0.08430], [-2.03422, -1.24514, -0.13887]], "forces_ev_per_a": [[3.481, 1.404, -0.376], [0.105, 0.690, -0.324], [-0.290, 0.274, 0.458], [-0.549, -0.390, 0.098], [-0.115, 0.102, -0.063], [-0.072, 0.126, 0.028], [0.144, 0.147, 0.548], [0.076, -0.119, -0.203], [1.742, -0.783, -0.154], [-3.445, 0.821, 0.390], [0.789, -1.594, 0.450], [-1.867, -0.678, -0.852]], "e_homo_ev": -8.28, "e_tot_ha": -679.64212, "e_above_lowest_kcal_mol": 89.8, "orbital_gap_ev": 9.062}

4.
{"formula": "C8H18EuO5", "method": "ωB97M-V/def2-TZVPD", "elements": ["C", "O", "C", "O", "C", "C", "O", "C", "Eu", "H", "H", "H", "H", "H", "H", "H", "H", "H", "H", "H", "O", "C", "C", "O", "C", "H", "H", "H", "H", "H", "H", "H"], "xyz": [[-2.72987, 2.09158, -0.31233], [-1.45361, 2.05956, -0.84004], [-2.75284, 1.45398, 1.07119], [-2.41560, 0.10438, 0.90524], [-2.47230, -1.35952, 1.32039], [-1.38766, -2.53463, 0.68939], [-0.43578, -1.90140, -0.31553], [0.70623, -2.63597, -0.66072], [-0.41818, 0.50004, -0.82920], [-3.48145, 1.59621, -0.96279], [-3.09038, 3.13247, -0.18937], [-3.76105, 1.48219, 1.50863], [-2.05366, 1.89412, 1.79830], [-1.84868, -1.09958, 0.27957], [-2.18346, -1.23245, 2.36939], [-2.03059, -2.95230, -0.10494], [-0.80655, -2.80105, 1.58016], [1.57996, -2.06005, -0.34106], [0.76023, -3.56182, -0.07392], [0.72203, -2.74244, -1.75544], [0.74554, 0.27772, 1.18429], [1.98877, 0.86368, 1.30701], [2.81341, 0.77067, 0.03552], [1.94670, 0.96368, -1.07167], [2.60284, 0.98959, -2.33444], [2.53000, 0.47863, 2.18567], [1.76294, 1.92961, 1.54039], [3.25740, -0.23535, -0.03842], [3.61111, 1.52622, 0.03039], [1.83580, 1.09462, -3.10972], [3.28718, 1.84698, -2.37575], [3.17150, 0.06064, -2.49021]], "forces_ev_per_a": [[-1.613, 0.818, 0.819], [-1.783, 2.702, -0.170], [-2.021, 2.695, 1.282], [2.066, -6.325, -2.700], [-0.128, 4.392, 2.235], [0.956, 2.777, -4.136], [-2.671, 0.653, 1.585], [1.905, -0.630, -0.133], [5.689, -2.225, 1.042], [0.379, 0.106, 0.194], [0.215, -0.350, -0.029], [0.190, 0.167, -0.151], [0.027, -0.146, -0.362], [0.090, -0.729, 0.953], [-0.436, -1.146, 0.133], [-0.064, -1.720, 1.783], [-0.733, -0.600, -0.130], [-0.053, 0.099, -0.035], [-0.164, -0.091, -0.641], [-0.034, -0.548, 0.483], [-2.149, -1.052, -2.150], [-0.409, 1.761, 0.752], [0.778, -0.514, 1.032], [-1.191, 0.017, -0.416], [0.547, 0.090, -0.358], [0.144, -0.065, -0.425], [0.753, -0.212, -0.154], [0.034, 0.221, -0.171], [-0.147, -0.202, -0.095], [0.169, 0.029, 0.047], [-0.191, -0.209, -0.100], [-0.156, 0.237, 0.016]], "s2": 15.78, "e_homo_ev": [-15.23, -15.26], "charge": 2, "multiplicity": 8, "e_tot_ha": -1401.15647, "orbital_gap_ev": [5.585, 5.337]}

> Number 4 is which compound?

C8H18EuO5